Formula: C6H7Br2NO
Source: the OMol25 dataset
Level of theory: ωB97M-V with the def2-TZVPD basis set

Geometry (Å):
H  -0.241  2.478  1.624
C  1.140  0.145  -1.252
H  1.383  -2.006  -1.873
H  -0.732  -2.863  -0.793
N  0.228  1.012  -0.981
Br  -2.397  1.805  -0.394
C  1.072  -1.344  -1.008
H  1.867  -1.479  -0.166
H  2.043  0.612  -1.498
H  1.275  1.476  1.387
O  -0.515  0.526  1.401
C  -0.899  0.536  -0.297
C  -0.415  -1.781  -0.682
Br  -3.000  -1.334  0.312
C  -1.339  -0.865  -0.365
C  0.274  1.622  1.787
H  0.256  1.459  2.800

Frontier orbital gap, eV: 9.45
Relative energy (zero: lowest compared OMol25 entry of this formula, charge and spin), eV: 1.3379
E_HOMO, hartree: -0.3421
LUMO, eV: 0.140

Atomic partial charges in e from the Löwdin method, atoms 1 to 6: atom 1 (H): 0.037, atom 2 (C): -0.115, atom 3 (H): 0.123, atom 4 (H): 0.120, atom 5 (N): 0.065, atom 6 (Br): 0.714

---

Formula: C34H47N6O7PSi
Source: the OMol25 dataset
Level of theory: ωB97M-V with the def2-TZVPD basis set

Geometry (Å):
H  1.593  -4.587  -2.142
N  -5.427  0.275  -0.849
C  1.108  -2.525  -2.732
H  -2.438  0.512  -5.033
H  -5.545  0.590  -3.384
C  -2.971  -4.654  1.028
C  0.618  -0.650  0.546
H  -1.935  -0.009  -0.258
C  -2.151  -0.240  -4.292
H  2.635  8.720  -0.137
C  -1.033  7.662  0.052
C  0.484  -1.066  -0.767
H  5.026  0.714  4.194
H  1.930  6.997  1.489
C  7.522  -1.829  2.682
H  -3.810  -1.439  -4.994
H  2.477  -0.085  2.949
C  -2.831  -5.106  3.386
H  -2.850  2.820  1.872
H  -2.896  4.020  -1.994
P  -4.913  -0.080  -2.309
C  7.903  -0.512  2.883
H  -3.441  -4.831  0.069
H  -4.194  3.283  0.846
C  -0.125  7.065  0.906
H  0.008  0.167  0.914
H  -1.409  9.071  -1.512
C  2.233  -1.884  -3.559
H  -3.678  1.590  0.910
H  -1.861  3.858  -0.016
N  5.812  -3.595  2.808
C  1.252  -2.110  -1.285
C  5.330  -1.312  3.579
O  -0.394  -0.437  -1.613
H  -0.507  -2.813  2.441
Si  -2.702  0.386  -2.602
H  -4.097  2.845  -1.505
C  1.596  8.422  -0.082
H  -3.167  -5.621  4.273
H  -1.553  2.164  -0.257
H  -4.242  -6.032  2.075
C  1.532  -1.259  1.401
H  -5.115  -1.434  -2.667
O  -3.221  7.754  -0.665
O  -0.272  -3.122  4.820
C  -2.765  -1.576  -4.708
C  -1.771  -0.491  -1.226
H  2.780  -3.515  -0.790
O  6.622  -4.361  2.330
C  -1.791  -4.199  3.460
C  1.074  -4.047  -2.931
H  0.161  -2.118  -3.087
N  -1.164  -3.944  4.772
H  -3.523  -3.173  -3.647
C  -1.921  -3.752  1.127
H  1.990  -1.893  -4.623
C  -1.323  -3.515  2.354
H  -1.902  -3.173  -3.727
H  8.202  -2.553  2.260
H  -2.096  -1.534  -1.171
H  1.840  -1.641  3.494
C  5.723  0.003  3.772
H  -2.547  2.439  -3.530
H  2.400  -0.851  -3.256
C  7.007  0.401  3.424
C  6.239  -2.201  3.035
H  3.014  -2.823  1.525
C  -3.424  -5.330  2.154
O  4.672  -3.886  3.105
O  -2.745  6.407  0.944
C  0.663  9.009  -0.926
H  -1.561  -3.227  0.252
C  -3.021  3.005  -1.613
H  -0.453  6.314  1.609
N  -2.394  2.091  -2.590
H  3.165  -2.432  -3.407
H  0.750  -0.287  3.146
H  -6.206  0.922  -0.850
N  -2.446  7.243  0.117
H  0.047  -4.420  -2.945
C  -2.352  2.906  -0.232
C  -3.327  2.623  0.910
N  -2.710  -2.574  -3.622
O  -1.578  -4.570  5.726
H  7.311  1.428  3.574
C  1.658  -0.799  2.826
C  2.162  -2.703  -0.421
H  0.971  9.765  -1.636
C  -0.668  8.629  -0.865
H  8.901  -0.198  2.613
H  4.337  -1.645  3.840
H  -1.062  -0.319  -4.278
C  1.203  7.453  0.832
H  -2.250  -1.947  -5.600
H  1.524  -4.317  -3.887
C  2.302  -2.301  0.900

Frontier orbital gap, eV: 7.44
E_HOMO, hartree: -0.2915
LUMO, eV: -0.497

Atomic partial charges in e from the Löwdin method, atoms 1 to 6: atom 1 (H): 0.066, atom 2 (N): -0.369, atom 3 (C): -0.359, atom 4 (H): 0.074, atom 5 (H): -0.038, atom 6 (C): -0.065

---

Formula: C4H12S2
Source: the OMol25 dataset
Level of theory: ωB97M-V with the def2-TZVPD basis set

Geometry (Å):
H  -1.081  -0.820  1.971
H  -2.000  -2.215  1.122
H  -0.743  -1.418  0.305
C  3.598  -0.046  -1.176
H  4.712  0.110  -1.266
H  3.855  -1.479  0.411
C  3.212  -0.628  0.226
C  3.201  -1.040  -2.257
H  3.440  0.199  0.906
H  2.180  -0.995  -0.031
H  3.291  -2.100  -1.989
C  -1.573  -1.206  1.006
S  -2.757  -0.133  0.240
H  2.111  -0.825  -2.457
H  3.137  0.992  -1.238
H  -2.620  2.087  1.715
H  3.800  -0.888  -3.168
S  -1.662  1.687  0.817

Frontier orbital gap, eV: 9.07
Relative energy (zero: lowest compared OMol25 entry of this formula, charge and spin), eV: 1.0154
E_HOMO, hartree: -0.3307
LUMO, eV: 0.074

Atomic partial charges in e from the Löwdin method, atoms 1 to 6: atom 1 (H): 0.052, atom 2 (H): 0.028, atom 3 (H): 0.015, atom 4 (C): -0.350, atom 5 (H): 0.101, atom 6 (H): 0.058

---

Formula: C22H24N2O5S
Source: the OMol25 dataset
Level of theory: ωB97M-V with the def2-TZVPD basis set

Geometry (Å):
H  -0.213  -3.899  -4.484
H  -3.019  -4.757  -2.509
H  3.334  1.500  4.261
C  2.874  0.773  3.592
H  -1.947  3.432  0.976
H  1.285  0.612  5.062
C  2.016  0.787  -0.027
H  -0.432  4.684  2.442
H  -4.235  -3.716  -3.246
C  2.987  1.306  2.168
O  0.920  -0.683  3.525
C  1.962  2.200  -1.971
C  2.544  1.842  -0.767
H  -2.315  -2.294  -4.167
H  -2.508  -3.913  -4.846
C  -1.281  1.511  1.617
H  3.384  -0.186  3.697
C  0.841  1.533  -2.441
H  0.352  1.811  -3.361
H  -1.922  0.951  0.954
H  -1.346  -3.621  -0.796
H  2.165  -0.458  1.579
O  3.413  2.407  1.918
C  -0.390  0.870  2.463
S  -1.218  -0.308  -2.137
H  0.202  -1.778  -3.546
H  0.837  -2.941  -2.366
O  -1.478  -0.062  -3.531
H  -0.770  -4.602  -2.970
H  2.379  3.018  -2.538
C  -3.222  -3.733  -2.836
O  -0.626  -1.521  2.134
N  2.510  0.429  1.235
C  0.333  0.483  -1.702
C  -1.275  2.896  1.628
C  -1.796  -2.648  -1.002
H  -1.886  -2.104  -0.059
C  -0.118  -0.564  2.648
N  -0.878  -1.896  -1.832
C  0.490  1.579  3.280
H  3.392  2.386  -0.384
C  -0.080  -2.558  -2.835
H  -3.515  -1.802  -1.928
C  0.914  0.091  -0.517
H  1.170  3.515  3.913
C  0.487  2.957  3.293
H  0.481  -0.737  0.023
C  -0.414  3.605  2.457
C  -3.182  -2.797  -1.631
C  -0.788  -3.695  -3.579
C  -2.236  -3.360  -3.944
O  -2.191  0.149  -1.185
H  -3.869  -3.170  -0.868
C  1.388  0.590  3.970

Frontier orbital gap, eV: 9.20
Relative energy (zero: lowest compared OMol25 entry of this formula, charge and spin), eV: 0.0989
E_HOMO, hartree: -0.3315
LUMO, eV: 0.184

Atomic partial charges in e from the Löwdin method, atoms 1 to 6: atom 1 (H): 0.111, atom 2 (H): 0.110, atom 3 (H): 0.130, atom 4 (C): -0.011, atom 5 (H): 0.110, atom 6 (H): 0.167

---

Formula: H18O9
Source: the OMol25 dataset
Level of theory: ωB97M-V with the def2-TZVPD basis set

Geometry (Å):
H  -3.344  -1.721  1.493
H  1.334  0.733  1.413
O  1.208  3.095  -1.051
H  -2.335  2.941  1.812
H  -2.769  -0.446  -0.387
H  4.246  -1.208  -1.257
H  -1.461  -3.402  1.632
H  1.054  1.208  2.830
H  0.532  0.691  -0.514
O  0.995  -2.821  -5.068
O  -2.257  -0.228  0.400
O  -0.693  -3.102  2.131
H  1.157  3.863  -1.632
H  4.894  0.041  -1.832
H  -1.696  3.998  2.697
H  -1.573  0.369  0.077
O  -2.491  3.816  2.184
H  1.228  2.345  -1.656
O  1.013  1.494  1.910
O  -0.128  -0.011  -0.502
H  0.059  -3.451  1.638
H  -2.951  -1.238  2.880
H  0.871  -2.740  -4.116
O  -2.952  -0.970  1.954
O  4.041  -0.316  -1.558
H  1.661  -2.155  -5.275
H  0.359  -0.786  -0.200

Frontier orbital gap, eV: 8.78
Relative energy (zero: lowest compared OMol25 entry of this formula, charge and spin), eV: 5.7710
E_HOMO, hartree: -0.3302
LUMO, eV: -0.210

Atomic partial charges in e from the Löwdin method, atoms 1 to 6: atom 1 (H): 0.045, atom 2 (H): 0.015, atom 3 (O): -0.050, atom 4 (H): 0.026, atom 5 (H): 0.057, atom 6 (H): 0.031

---

Formula: H19O9
Source: the OMol25 dataset
Level of theory: ωB97M-V with the def2-TZVPD basis set

Geometry (Å):
H  -3.912  2.418  -0.132
H  -1.718  -1.396  1.237
H  -2.384  0.542  -1.202
H  0.820  1.132  -0.883
H  -1.285  -0.847  -0.133
H  -0.481  -2.267  -3.549
H  -1.352  -0.115  -2.235
H  1.524  1.119  4.212
H  -2.501  2.577  0.215
O  -0.329  -1.455  -3.061
O  3.462  -1.418  -1.636
O  4.186  0.862  0.106
H  -4.104  0.167  1.824
H  -0.526  -0.559  1.269
O  0.893  0.211  -0.657
H  0.013  -1.631  -2.185
O  -3.353  -0.425  1.820
H  3.545  1.328  0.652
H  3.793  -2.238  -1.266
O  -0.890  -1.296  0.737
H  1.805  0.002  -0.919
O  -3.095  1.914  -0.149
O  -1.796  -0.215  -1.378
H  -3.133  -0.657  2.703
H  1.498  2.115  3.100
H  4.387  0.077  0.612
O  1.069  1.299  3.383
H  3.866  -1.244  -2.484

Total charge: +1
Frontier orbital gap, eV: 10.72
Relative energy (zero: lowest compared OMol25 entry of this formula, charge and spin), eV: 2.0890
E_HOMO, hartree: -0.5045
LUMO, eV: -3.012

Atomic partial charges in e from the Löwdin method, atoms 1 to 6: atom 1 (H): 0.069, atom 2 (H): 0.111, atom 3 (H): 0.047, atom 4 (H): 0.052, atom 5 (H): 0.082, atom 6 (H): 0.067

---

Formula: C49H48BrCl5N2NiP3
Source: the OMol25 dataset
Level of theory: ωB97M-V with the def2-TZVPD basis set

Geometry (Å):
C  -5.161  3.387  0.205
H  0.164  2.150  -3.934
H  -0.783  -5.155  -0.071
H  2.245  1.563  -5.225
H  4.614  2.986  4.297
C  3.884  -2.638  -0.669
H  -7.446  -2.608  -0.595
C  -4.137  -2.352  0.041
C  3.465  2.321  2.619
H  1.157  5.194  0.693
C  -6.429  -2.241  -0.613
H  0.431  4.004  2.151
C  4.887  -3.121  1.865
H  1.306  6.198  -1.688
H  -1.471  -6.776  -1.794
H  -2.600  0.671  -2.328
C  -2.074  -5.270  -3.197
N  2.025  -1.376  0.256
Cl  -0.431  2.308  -1.408
H  -2.397  -5.987  -3.940
C  -5.245  2.244  0.994
C  1.683  -0.312  1.122
C  3.366  2.282  1.227
C  1.074  -1.901  -0.740
C  4.350  2.880  0.440
H  1.408  -2.890  -1.045
H  1.193  -4.226  0.884
C  -1.764  2.961  -1.360
C  -1.796  -2.991  -2.489
C  -1.156  -4.802  -1.024
H  -1.922  -1.928  -2.666
C  -2.850  2.909  -0.376
C  0.584  -3.881  1.711
H  -2.621  -3.567  -4.381
C  5.022  -3.414  -0.506
P  1.915  1.525  0.486
H  4.276  2.857  -0.639
C  2.075  1.370  -1.453
H  0.631  -0.398  1.406
H  3.508  -2.441  -1.665
C  -6.096  -1.119  -1.349
C  5.524  3.540  2.433
C  5.427  3.505  1.049
H  2.313  -0.312  2.009
H  -1.954  -1.744  2.425
C  -0.962  -3.006  3.858
H  6.367  4.031  2.901
C  2.236  1.532  -4.143
H  2.227  4.346  -0.467
C  5.529  -3.660  0.761
H  0.473  4.741  -2.243
C  -1.187  -2.494  2.587
Cl  -3.907  5.170  -1.394
H  4.077  0.621  -1.478
C  -5.417  -2.869  0.093
C  -0.933  0.989  -1.180
H  -0.719  2.311  -2.602
C  -3.969  3.723  -0.449
H  -0.549  2.809  3.861
H  1.009  -1.274  -1.636
C  0.806  -4.386  2.982
Cl  -4.218  0.107  2.297
H  -0.346  5.819  -1.139
Cl  -6.739  1.836  1.748
H  -1.981  0.981  0.775
H  6.414  -4.269  0.885
H  -0.129  3.338  -1.918
C  1.134  1.967  -3.469
C  0.031  -3.955  4.051
H  0.140  1.580  2.806
H  -1.270  4.109  1.731
C  0.895  1.914  -2.028
C  -1.259  -3.436  -1.279
H  -2.216  3.563  -2.148
C  3.249  0.970  -2.084
C  3.744  -2.352  1.712
C  0.626  5.401  -1.397
H  5.265  -3.318  2.860
C  -2.939  1.649  0.514
H  5.513  -3.826  -1.377
Ni  -1.962  -0.291  -0.666
H  -4.511  0.200  -1.955
C  -0.640  2.345  2.878
C  -4.788  -0.665  -1.365
H  2.692  1.869  3.231
C  4.543  2.951  3.218
C  1.194  4.584  -0.208
P  -0.724  -2.146  -0.100
C  -0.425  -2.938  1.507
C  3.357  1.060  -3.446
H  0.207  -4.359  5.040
H  6.190  3.969  0.438
H  -5.622  -3.744  0.694
H  1.592  -5.114  3.137
C  -1.558  -5.715  -1.989
C  -0.430  3.419  1.807
H  4.269  0.786  -3.957
H  -1.616  1.869  2.837
H  -3.337  -2.826  0.597
C  -4.124  1.424  1.173
C  -2.199  -3.911  -3.446
Br  -7.397  -0.159  -2.315
H  -1.555  -2.656  4.693
N  -3.818  -1.272  -0.677
Cl  -6.536  4.398  0.031
H  -0.701  -0.045  -1.497
P  0.247  2.988  0.156
C  3.230  -2.102  0.440
H  3.236  -1.983  2.593

Total charge: +1
Frontier orbital gap (alpha / beta), eV: 5.11 / 5.78
E_HOMO (alpha / beta), hartree: -0.2910 / -0.3139
LUMO (alpha / beta), eV: -2.804 / -2.762
2S+1: 3

Atomic partial charges in e from the Löwdin method, atoms 1 to 6: atom 1 (C): -0.699, atom 2 (H): 0.129, atom 3 (H): 0.093, atom 4 (H): 0.117, atom 5 (H): 0.114, atom 6 (C): -0.034

---

Formula: C18H25NO3
Source: the OMol25 dataset
Level of theory: ωB97M-V with the def2-TZVPD basis set

Geometry (Å):
H  -8.423  -0.559  -0.878
H  6.614  2.601  -0.127
H  1.648  -1.725  0.711
H  -7.619  0.100  0.556
C  6.299  -1.338  -1.355
H  2.999  0.970  1.229
N  -0.601  -0.377  1.186
H  -6.400  -0.023  -2.250
H  7.167  -1.650  -1.916
C  5.616  2.732  -0.558
C  4.062  -0.509  0.096
C  -1.755  -0.102  2.018
C  -1.876  0.094  -0.845
H  -1.889  0.701  -1.752
O  -5.349  0.800  -0.679
H  0.261  0.221  -0.598
O  -4.476  -1.145  -1.379
C  4.293  -1.856  -0.164
H  -7.073  1.453  -1.488
H  -1.848  -0.958  -1.132
C  -4.373  -0.108  -0.777
C  -3.141  0.341  -0.022
C  5.398  -2.273  -0.883
C  6.100  0.011  -1.107
H  3.600  -2.588  0.219
H  5.556  -3.324  -1.070
H  -1.794  0.963  2.319
H  0.578  -0.785  2.830
O  4.722  1.746  -0.108
H  -0.645  1.512  0.226
C  4.993  0.436  -0.386
H  5.689  2.743  -1.650
C  -7.461  -0.387  -0.404
H  0.830  0.852  2.177
C  -0.641  0.432  -0.019
C  2.911  -0.042  0.857
C  1.798  -0.729  1.100
H  6.819  0.722  -1.483
H  -3.247  1.404  0.214
C  -3.036  -0.467  1.277
C  0.652  -0.204  1.903
H  -3.014  -1.529  1.028
H  5.201  3.680  -0.218
H  -6.972  -1.344  -0.240
H  -3.900  -0.273  1.916
C  -6.598  0.487  -1.301
H  -1.677  -0.706  2.926

Frontier orbital gap, eV: 8.98
Relative energy (zero: lowest compared OMol25 entry of this formula, charge and spin), eV: 2.3957
E_HOMO, hartree: -0.2976
LUMO, eV: 0.880

Atomic partial charges in e from the Löwdin method, atoms 1 to 6: atom 1 (H): 0.076, atom 2 (H): 0.097, atom 3 (H): 0.112, atom 4 (H): 0.077, atom 5 (C): -0.088, atom 6 (H): 0.114